DFT (ωB97M-V with the def2-TZVPD basis set) results for 2 unconnected molecules or ions with the total composition C4H14N3.

Its largest force on an atom is 1.137 eV Å⁻¹. As for the energy above the lowest of the compared OMol25 structures with the same formula, charge and spin: 0.5232 eV. For the lowest unoccupied orbital energy (spin up / spin down), the calculation gives 1.007 / 0.944 eV. For the total energy, the calculation gives -8842.8319 eV. The total charge is 0. The spin multiplicity is 2. Its HOMO-LUMO gap (spin up / spin down) is 4.75 / 9.69 eV.

Last columns: bonded neighbours and bond lengths (Å).
Atoms and positions in Å:
1 C -1.5046 -1.6709 -1.5697  C2 1.528, H3 1.089, H4 1.069, H5 1.085
2 C -1.9565 -0.5088 -2.4528  C1 1.528, H6 1.073, H7 1.091, H8 1.093
3 H -2.4095 -2.2218 -1.3177  C1 1.089
4 H -0.7762 -2.3345 -1.9847  C1 1.069
5 H -1.0604 -1.3000 -0.6520  C1 1.085
6 H -1.7918 0.4585 -2.0182  C2 1.073
7 H -3.0176 -0.5212 -2.7048  C2 1.091
8 H -1.4801 -0.4667 -3.4357  C2 1.093
9 C 0.2544 2.2255 1.2049  N11 1.436, H19 1.095, H20 1.097, H21 1.074
10 C 1.4597 0.0513 1.1550  N11 1.399, N12 1.389, N13 1.384
11 N 0.6489 1.0135 0.5432  C9 1.436, C10 1.399, H14 1.000
12 N 2.2402 0.3934 2.2514  C10 1.389, H15 1.001, H16 1.003
13 N 1.2941 -1.2577 0.7386  C10 1.384, H17 1.005, H18 1.002
14 H 0.2462 0.8203 -0.3515  N11 1.000
15 H 2.4313 1.3498 2.4760  N12 1.001
16 H 2.5640 -0.2581 2.9415  N12 1.003
17 H 0.3829 -1.5182 0.4034  N13 1.005
18 H 2.0136 -1.9433 0.6111  N13 1.002
19 H 1.1249 2.8045 1.5308  C9 1.095
20 H -0.3412 2.0667 2.1121  C9 1.097
21 H -0.3225 2.8177 0.5192  C9 1.074